(1)
84
Properties=species:S:1:pos:R:3:mulliken_charge:R:1 method="wB97M-V/def2-TZVPD" gap_ha=0.30748 smiles=COC[C@H](C)N.COC[C@H](C)N.COC[C@H](C)N.CCO.CCO.O.O.O.O.O homo_energy_ev=-8.493
C -0.72159 1.71113 -4.18645 -0.414
O -2.06930 1.43088 -3.85171 -0.493
C -2.26599 1.04231 -2.50452 0.250
C -2.59021 2.23757 -1.60091 0.721
C -3.79027 2.99945 -2.19057 -1.816
N -1.42926 3.13404 -1.43758 -0.351
H -0.72027 1.77204 -5.27411 0.363
H -0.00886 0.93162 -3.89592 0.104
H -0.39024 2.64663 -3.73596 0.136
H -3.14786 0.40207 -2.40341 0.491
H -1.39467 0.49051 -2.14408 -0.394
H -2.99062 1.83042 -0.66653 -0.076
H -4.65224 2.35675 -2.38924 0.409
H -3.53597 3.47864 -3.13919 0.399
H -4.18773 3.78282 -1.53892 0.429
H -1.69717 3.93359 -2.00207 0.310
H -1.34394 3.45744 -0.47652 0.049
C 1.35569 -5.33703 -0.24219 -0.666
O 2.26018 -4.60135 -1.05664 -0.434
C 2.60722 -3.37068 -0.45508 -0.914
C 1.45202 -2.40781 -0.19066 1.157
C 0.84025 -1.91361 -1.48157 -0.925
N 1.79726 -1.20092 0.61637 0.858
H 0.32433 -4.98694 -0.24634 0.250
H 1.74078 -5.42886 0.77885 0.307
H 1.39536 -6.34809 -0.65170 0.280
H 3.11477 -3.61731 0.48959 0.492
H 3.31143 -2.85139 -1.10885 0.086
H 0.64978 -2.84605 0.41388 0.057
H 0.00602 -1.24086 -1.29260 -0.393
H 0.56083 -2.71829 -2.16580 0.537
H 1.57312 -1.36323 -2.08270 0.228
H 2.48680 -1.50584 1.31850 0.475
H 2.49109 -0.64408 0.07091 -1.010
C 5.26061 -0.52876 -0.54455 -1.038
O 3.96714 -0.05503 -0.79623 -0.333
C 3.90610 1.39436 -0.91809 -1.237
C 2.59662 1.73065 -1.63645 1.400
C 2.66521 3.03498 -2.45208 -1.661
N 1.46035 1.82200 -0.74164 -0.193
H 5.81756 0.12227 0.14641 0.393
H 5.90570 -0.48868 -1.43227 0.323
H 5.30309 -1.53104 -0.12453 0.328
H 3.87436 1.70824 0.13330 0.322
H 4.80216 1.79658 -1.39356 0.493
H 2.45485 0.94030 -2.38432 -0.003
H 3.40933 2.84371 -3.22641 0.435
H 2.89259 3.90281 -1.82997 0.354
H 1.69382 3.29321 -2.87267 0.304
H 0.53411 2.13610 -0.99418 0.111
H 1.45324 1.17376 0.02277 -0.100
C 2.46627 1.53914 4.64201 -1.352
C 1.54434 1.17014 3.48040 0.736
O 0.65438 0.10963 3.90135 -0.598
H 2.94436 2.50890 4.47898 0.377
H 3.28371 0.83371 4.79529 0.337
H 1.89526 1.64459 5.56712 0.368
H 2.06629 0.73997 2.63287 -0.239
H 0.92546 2.04562 3.29435 0.045
H 0.32780 0.30492 4.78598 0.249
C -5.59980 -1.43015 0.57893 -1.185
C -4.40247 -2.33473 0.30460 0.403
O -4.90927 -3.50867 -0.36551 -0.594
H -6.47813 -2.05191 0.74984 0.394
H -5.87777 -0.77556 -0.24746 0.282
H -5.37101 -0.84589 1.47265 0.252
H -3.99443 -2.72572 1.23790 0.021
H -3.66578 -1.87505 -0.35622 0.114
H -4.36195 -4.26516 -0.14214 0.295
O 0.96530 -2.46097 3.15702 -0.801
H 0.75586 -1.68551 3.72328 0.380
H 1.19065 -2.06999 2.30046 0.304
O -1.03572 3.72027 1.60550 -0.639
H -1.83997 3.18780 1.48782 0.295
H -1.35189 4.57675 1.91397 0.288
O -3.56308 2.32653 1.92470 -0.593
H -3.46641 2.28049 2.88379 0.264
H -4.48699 2.10529 1.75998 0.263
O -1.63819 -3.68002 2.17047 -0.723
H -1.92287 -2.85653 1.75296 0.305
H -0.80474 -3.44884 2.61148 0.368
O -1.36133 -0.80659 1.10648 -0.151
H -0.47977 -0.65759 0.73603 -0.044
H -1.43569 -0.16589 1.82334 0.180


(2)
89
Properties=species:S:1:pos:R:3:mulliken_charge:R:1 method="wB97M-V/def2-TZVPD" gap_ha=0.35253 homo_energy_ev=-9.434
C 1.63020 2.65467 -2.32274 -0.971
C 2.00920 3.14367 -0.95774 1.086
O 2.19820 4.47167 -1.12374 -0.630
H 1.93920 1.64467 -2.53274 -0.148
H 2.03220 3.10167 -3.21674 0.589
H 0.53220 2.66867 -2.49574 0.078
H 2.91720 2.70667 -0.54774 0.325
H 1.19820 2.95367 -0.23974 -0.692
H 2.39920 4.82967 -0.20174 0.361
C 1.06320 -3.66733 1.66226 -0.725
C 2.15720 -3.01833 0.84826 0.653
O 2.53520 -3.85933 -0.19174 -0.629
H 0.61520 -2.96833 2.39526 -0.150
H 1.59120 -4.46933 2.20626 0.438
H 0.29620 -4.08233 1.02326 0.087
H 3.08520 -2.92533 1.41626 0.699
H 1.77720 -2.11733 0.37726 -0.812
H 3.45320 -3.97333 -0.07774 0.331
C 0.62920 0.27167 0.72726 -0.290
C -0.22380 0.09667 -0.51474 2.252
O -1.57380 0.21167 -0.32174 1.475
H 0.50320 1.17867 1.30226 0.185
H 1.69520 0.17367 0.44726 -0.104
H 0.43120 -0.49233 1.48026 -0.600
H -0.01080 -0.78933 -1.01674 -1.183
H 0.10020 0.91667 -1.21574 -0.485
H -2.02380 -0.12833 -1.14774 -0.815
C 3.75420 -0.65333 -1.35674 0.549
O 3.97120 -0.70333 -0.00074 -0.673
N 4.11020 0.40167 -2.05274 -0.404
N 3.09920 -1.58033 -2.01974 -0.220
H 4.52020 1.15967 -1.41174 0.283
H 3.80120 0.50167 -3.05574 0.246
H 2.80620 -2.40833 -1.47374 0.107
H 2.87820 -1.59933 -3.00874 0.248
C -0.47780 -3.43933 -1.80274 0.121
O 0.21220 -3.85333 -2.96674 -0.558
H 0.12620 -2.79233 -1.23474 -0.362
H -0.62980 -4.29333 -1.13074 0.554
H -1.36580 -2.84933 -2.13074 0.036
H 0.64020 -4.68133 -2.72174 0.301
C 0.04020 -0.46933 -4.25974 0.344
O 0.14320 0.80467 -4.82874 -0.530
H -0.90280 -0.60033 -3.73774 -0.307
H 0.83720 -0.52233 -3.51674 -0.341
H 0.16920 -1.31033 -4.97974 0.462
H 0.47720 0.70467 -5.75574 0.303
C -1.42380 2.09667 3.30026 -0.250
O -0.03780 2.18667 3.56426 -0.473
H -1.79280 2.76067 2.53526 0.088
H -1.96980 2.24667 4.20626 0.533
H -1.63780 1.05567 3.00426 -0.137
H 0.18320 2.01567 4.47726 0.306
C -1.75180 3.32467 -0.23974 0.482
O -1.25780 4.23967 -1.22074 -0.612
H -2.34280 3.77467 0.59326 0.264
H -0.84280 2.76467 0.11526 -0.261
H -2.31280 2.64967 -0.81974 -0.404
H -1.40080 3.88867 -2.09874 0.327
C -3.34580 0.31467 -2.93074 -0.759
O -2.97380 -0.89133 -2.26774 -0.478
H -3.48180 0.13267 -3.98474 0.354
H -2.57880 1.12467 -2.93074 0.163
H -4.31280 0.70767 -2.67474 0.349
H -3.81880 -1.32933 -2.06974 0.300
C -2.09380 -2.35433 1.21426 -0.558
O -2.50380 -2.68633 2.53226 -0.589
H -1.98380 -3.16933 0.54326 0.567
H -1.14880 -1.76533 1.14426 0.015
H -2.90480 -1.74433 0.84626 0.173
H -2.14580 -3.55333 2.72326 0.345
C 2.80820 1.95067 2.49826 0.596
O 3.88020 2.10167 3.38026 -0.608
H 3.10020 1.70567 1.49026 -0.109
H 2.20420 2.88267 2.47626 0.170
H 2.15920 1.18367 2.88126 -0.388
H 3.67020 1.81067 4.25226 0.345
C -0.56980 -1.20633 4.44326 -0.284
O -0.72380 -0.73133 5.73726 -0.614
H -1.38980 -0.89033 3.83826 0.196
H -0.42480 -2.28533 4.40226 0.251
H 0.34920 -0.82233 3.98826 0.072
H -1.60180 -0.36133 5.82826 0.385
C -4.47580 1.12767 0.42426 -0.594
O -3.40980 1.13967 1.30126 -0.547
H -5.50080 1.26467 0.89126 0.304
H -4.34080 0.21367 -0.15974 0.053
H -4.32980 1.94567 -0.31474 0.184
H -2.69080 0.83067 0.76426 0.361


(3)
90
Properties=species:S:1:pos:R:3:mulliken_charge:R:1 method="wB97M-V/def2-TZVPD" gap_ha="0.21697 / 0.23855" multiplicity=3 s2=2.008 homo_energy_ev="-5.854 / -9.917"
Ag -3.47748 1.10319 2.98610 -0.377
C -1.44237 0.97147 -0.45953 -1.045
C -1.30380 -0.21806 0.52287 1.738
C 0.05414 -0.19576 1.14963 -0.205
O -2.32715 -0.23789 1.47737 0.075
H -2.37101 0.98067 -1.03019 -0.184
H -0.62649 1.02851 -1.18008 0.102
H -1.41625 1.92900 0.06062 0.459
H -1.30914 -1.13396 -0.06804 -0.373
H 0.21159 -1.09424 1.74632 0.018
H 0.28369 0.70696 1.71575 -0.168
H 0.83507 -0.28588 0.39457 -0.291
C -1.02018 -0.05959 4.88223 -0.212
O -1.89461 1.07015 4.76522 -0.350
H -0.69052 -0.21811 5.90902 0.468
H -1.45799 -0.98745 4.51414 0.055
H -0.17362 0.14429 4.22659 -0.068
H -1.80326 1.54936 5.59203 0.259
C 4.40307 0.60741 1.37445 -0.064
O 4.69986 0.87755 2.72273 -0.580
H 4.98790 -0.20473 0.94260 0.270
H 3.34489 0.41980 1.19236 -0.256
H 4.66403 1.48222 0.77887 0.337
H 4.18307 1.57914 3.12560 0.380
C -4.02980 0.73651 -3.75222 -0.386
O -5.02597 1.31824 -4.61363 -0.550
H -3.34360 1.43995 -3.28061 0.124
H -4.49695 0.06385 -3.03293 0.268
H -3.35400 0.07015 -4.28828 0.247
H -5.61531 1.83751 -4.06169 0.321
C -4.05008 -2.23639 -1.20836 -0.330
O -4.46686 -1.36944 -0.17353 -0.566
H -3.74462 -3.22075 -0.85362 0.192
H -4.88472 -2.51280 -1.85263 0.389
H -3.35088 -1.70798 -1.85642 0.008
H -3.70089 -1.08038 0.32780 0.207
C 1.73309 4.27480 0.31047 -0.359
O 2.28715 5.00694 -0.78751 -0.604
H 0.82461 3.75379 0.00826 0.166
H 2.32025 3.41735 0.63929 0.075
H 1.45959 4.83916 1.20198 0.340
H 2.61152 4.33135 -1.38747 0.457
C 2.01164 1.93301 -2.69584 -0.226
O 2.95656 2.91039 -2.34784 -0.585
H 0.99684 2.31554 -2.80519 0.278
H 2.32910 1.39039 -3.58628 0.346
H 2.01971 1.24307 -1.85203 -0.119
H 3.81844 2.58326 -2.61570 0.280
C 3.59190 -1.42219 -1.72905 -0.240
O 4.17486 -2.70827 -1.49383 -0.578
H 2.69552 -1.26957 -1.12796 -0.301
H 4.29624 -0.59624 -1.62993 0.419
H 3.21004 -1.32318 -2.74516 0.468
H 4.88691 -2.77688 -2.13404 0.293
C 0.14974 -1.41935 -3.09450 -0.325
O 0.39715 -0.65217 -4.27798 -0.566
H 0.75019 -2.32578 -3.17164 0.513
H 0.33055 -0.82509 -2.19880 -0.354
H -0.89745 -1.70634 -3.18999 0.430
H 0.52212 -1.31328 -4.96276 0.301
C -1.17262 -3.47202 2.70861 0.092
O -2.37081 -3.14007 2.03555 -0.574
H -0.38276 -3.74012 2.00694 -0.196
H -0.92184 -2.65926 3.39025 -0.106
H -1.37061 -4.39099 3.26032 0.405
H -2.37710 -2.18677 1.92247 0.357
C -0.67771 -4.29379 -0.76300 -0.163
O -0.47666 -4.78413 -2.05587 -0.568
H -0.07918 -4.78933 0.00139 0.249
H -0.37469 -3.24747 -0.72421 -0.092
H -1.73128 -4.38259 -0.49806 0.233
H -1.20702 -4.52817 -2.62390 0.328
C 1.49357 2.84654 3.74472 -0.289
O 2.90392 2.92863 3.75393 -0.548
H 1.09275 3.67220 4.33270 0.412
H 0.99290 2.81915 2.77690 0.046
H 1.21761 1.92965 4.26554 0.041
H 3.11041 3.86401 3.69050 0.295
C 2.47942 -3.41313 1.53450 -0.064
O 3.77129 -2.89420 1.23490 -0.494
H 2.33565 -3.49586 2.61180 0.346
H 1.70308 -2.75158 1.15013 -0.284
H 2.38085 -4.41032 1.10553 0.325
H 3.76024 -2.69890 0.29504 0.179
C -3.28815 3.80304 -1.42579 -0.425
O -3.96292 4.44299 -2.49483 -0.546
H -2.23107 3.69419 -1.66836 0.165
H -3.26807 4.48384 -0.57478 0.390
H -3.71373 2.82226 -1.21356 0.158
H -3.40178 5.15934 -2.80071 0.305


Number 1: F_max 0.040 hartree/bohr. Number 2: F_max 0.125 hartree/bohr. Number 3: F_max 0.043 hartree/bohr.